1.
Molecular formula: C3H2N5O6
Method: DFT, the ωB97M-V functional and the def2-TZVPD basis

The calculation puts the HOMO-LUMO gap (alpha / beta) at 7.4 / 7.4 eV. As for the charge: -1. The relative energy (zero: lowest compared OMol25 entry of this formula, charge and spin) is 0.0 kcal/mol.

Last column: Löwdin charge in e.
Geometry (Å):
1 O 0.371 -3.605 0.676  0.2025
2 O -1.191 3.239 -1.131  -0.0577
3 O 1.341 0.868 1.625  0.0469
4 O 2.243 -1.126 1.357  0.0254
5 O -1.260 -2.468 1.773  0.1796
6 O -2.985 1.959 -0.744  -0.0174
7 N -1.169 -0.192 -0.617  0.0624
8 N 1.704 -0.089 0.949  -0.3260
9 N 0.650 1.113 -0.948  0.0940
10 N -1.745 2.103 -0.866  -0.3617
11 N -0.203 -0.971 -0.328  0.0291
12 C -0.935 1.028 -0.877  -0.2774
13 C 1.007 -0.168 -0.446  -0.3264
14 C -0.440 -3.037 1.205  -0.5323
15 H 1.770 -0.693 -1.113  0.1481
16 H 0.845 2.040 -0.516  0.1109

=====

2.
Molecular formula: C19H17ClN5O4RuS2
Method: DFT, the ωB97M-V functional and the def2-TZVPD basis

The calculation puts the HOMO-LUMO gap (alpha / beta) at 7.2 / 3.0 eV. The spin multiplicity is 2. The relative energy (zero: lowest compared OMol25 entry of this formula, charge and spin) is 1.6 kcal/mol. Its expectation value of S² is 0.7657.

Last column: Löwdin charge in e.
Geometry (Å):
1 Ru 0.845 0.164 -0.760  0.8945
2 Cl -1.298 -1.324 -5.701  0.7031
3 S 4.252 -2.107 3.856  0.4973
4 S 1.647 -1.973 -1.119  0.5828
5 O 3.293 -3.216 3.863  -0.1189
6 O 4.104 -1.376 5.101  -0.1645
7 O 5.588 -2.632 3.665  -0.1795
8 O 0.102 1.966 -0.134  -0.2645
9 N -0.899 -0.799 -0.489  -0.1912
10 N 0.081 -4.131 -1.045  0.0550
11 N -1.013 -2.179 -0.622  -0.0098
12 N 2.700 1.277 -0.737  0.0003
13 N 0.236 0.613 -2.627  -0.0752
14 C 3.200 0.575 0.397  -0.3487
15 C 0.109 -2.772 -0.893  -0.8733
16 C 4.288 -0.283 0.288  -0.0462
17 C -0.232 -0.343 -3.440  -0.1381
18 C -2.001 -0.194 -0.217  -0.0778
19 C 0.226 1.887 -3.050  -0.1029
20 C -1.566 3.561 0.200  -0.0314
21 C -1.174 2.219 -0.002  -0.3589
22 C -0.715 1.263 -5.156  -0.0803
23 C -3.893 2.952 0.313  -0.1086
24 C 2.809 -0.151 2.649  -0.0301
25 C -3.535 1.638 0.124  -0.0617
26 C -2.198 1.232 -0.042  -0.1428
27 C -0.709 -0.043 -4.704  -0.6375
28 C 3.870 -1.034 2.520  -0.2840
29 C 2.467 0.665 1.584  -0.0368
30 C -0.236 2.242 -4.302  -0.0388
31 C 4.618 -1.098 1.352  -0.0381
32 C -2.885 3.919 0.350  -0.0949
33 H -4.931 3.228 0.433  0.0953
34 H 1.646 1.368 1.659  0.1090
35 H 0.962 -4.611 -0.991  0.0687
36 H -4.304 0.873 0.100  0.1073
37 H -0.779 4.305 0.236  0.1074
38 H 2.447 2.241 -0.527  0.1096
39 H 4.847 -0.339 -0.637  0.1221
40 H -2.878 -0.829 -0.119  0.1219
41 H 5.451 -1.784 1.284  0.1216
42 H -1.089 1.501 -6.142  0.1128
43 H 3.328 1.238 -1.529  0.1141
44 H -0.229 3.282 -4.596  0.1131
45 H 0.575 2.618 -2.336  0.1051
46 H -3.140 4.961 0.501  0.1006
47 H 2.255 -0.097 3.577  0.1271
48 H -0.721 -4.607 -0.667  0.0901
49 H -0.218 -1.356 -3.067  0.0761

=====

3.
Molecular formula: C11H25BGaN2O4Zn
Method: DFT, the ωB97M-V functional and the def2-TZVPD basis

The calculation puts the HOMO-LUMO gap at 3.3 eV. As for the charge: +1. The relative energy (zero: lowest compared OMol25 entry of this formula, charge and spin) is 156.1 kcal/mol.

Last column: Löwdin charge in e.
Geometry (Å):
1 Ga -1.015 0.743 -0.555  0.5280
2 Zn -3.474 4.446 0.046  0.9011
3 O -1.767 2.196 -3.190  0.0870
4 O -0.603 -1.339 -2.684  -0.3077
5 O 4.632 0.823 1.636  -0.0626
6 O -1.806 3.704 -1.025  -0.1775
7 N 2.827 -0.631 0.707  -0.0798
8 N -3.455 0.227 3.104  0.0708
9 C 4.470 1.018 -0.889  -0.0304
10 C -2.927 -0.037 1.832  -0.3543
11 C -3.546 -1.346 1.076  -0.0859
12 C 0.932 -1.473 2.381  -0.0953
13 C 1.089 0.874 -0.496  -0.1767
14 C -1.492 -0.974 -1.570  -0.2895
15 C 1.821 -0.594 -0.418  -0.2077
16 C 2.206 -0.480 2.075  -0.2258
17 C -1.812 1.016 1.296  -0.2122
18 C 3.937 0.384 0.550  -0.2698
19 C -0.544 -2.836 -2.607  -0.1157
20 B -1.606 2.395 -1.734  -0.3653
21 H 1.457 1.651 0.302  0.0886
22 H -1.436 -1.875 -0.792  0.0744
23 H -0.945 1.062 2.101  0.0892
24 H 1.198 -2.512 1.858  0.1015
25 H 1.813 0.628 2.199  0.1184
26 H -0.833 1.929 -3.505  0.1570
27 H 2.401 -0.754 -1.450  0.1462
28 H 2.969 -0.664 2.975  0.1504
29 H -4.474 -1.769 1.679  0.1001
30 H 5.498 0.544 -1.236  0.1097
31 H -0.037 -1.062 1.854  0.0442
32 H -2.612 -0.983 -1.977  0.1037
33 H -1.625 -3.322 -2.542  0.1188
34 H 0.046 -3.190 -3.555  0.1102
35 H 4.726 2.158 -0.643  0.1090
36 H 0.754 -1.626 3.543  0.1062
37 H -2.315 2.099 1.327  0.0251
38 H 3.656 1.044 -1.728  0.0576
39 H -0.901 4.093 -0.770  0.1532
40 H 1.032 -1.490 -0.395  0.1094
41 H -3.000 1.108 3.490  0.0482
42 H -3.952 -1.104 -0.016  0.0840
43 H -2.769 -2.246 0.969  0.0915
44 H 1.376 1.340 -1.557  0.0689
45 H 0.103 -3.177 -1.664  0.1035

=====

Among the records above, which one has the lowest relative energy (zero: lowest compared OMol25 entry of this formula, charge and spin)?
C3H2N5O6